{"formula": "C7H14ClNOP2", "method": "the ωB97M-V functional and the def2-TZVPD basis", "gap_ev": 8.1, "e_tot_ha": -1547.97285, "charge": 0, "homo_ev": -8.56, "smiles": "C=CCP(Cl)/N=P/OCCCC", "molar_mass_g_mol": 225.60, "elements": ["C", "C", "C", "P", "Cl", "N", "P", "O", "C", "C", "C", "C", "H", "H", "H", "H", "H", "H", "H", "H", "H", "H", "H", "H", "H", "H"], "coordinates": [[-1.767485, 1.073334, -3.107973], [-0.882352, 0.333308, -3.730948], [-0.697983, -1.167828, -3.720828], [-1.137756, -2.067691, -2.144949], [-3.174055, -1.728767, -2.195650], [-0.807802, -0.981645, -0.947618], [0.496477, -0.162586, -0.656856], [-0.082409, 0.892204, 0.484493], [0.665118, 1.518384, 1.421365], [0.409725, 0.971977, 2.932885], [1.542570, 0.007875, 3.236243], [1.251719, -1.377283, 2.602846], [-1.883071, 2.095436, -3.273566], [-2.416286, 0.594804, -2.323544], [-0.330576, 0.897544, -4.466721], [0.332934, -1.571446, -3.965835], [-1.391562, -1.555089, -4.386048], [0.335392, 2.625549, 1.640291], [1.773011, 1.568591, 1.220331], [-0.560808, 0.529486, 3.044809], [0.453143, 1.875621, 3.557182], [1.706972, -0.028659, 4.285603], [2.417733, 0.430130, 2.851020], [0.202031, -1.548758, 2.715205], [1.767093, -1.216499, 1.625221], [1.778228, -2.007994, 3.303041]], "forces_ev_per_a": [[-1.3, -2.2, 2.4], [0.8, 0.0, -1.2], [1.6, 0.5, 1.9], [0.0, -0.4, -0.3], [-0.8, -0.5, -0.2], [2.1, 1.0, 0.4], [-2.0, 0.2, 0.8], [-0.5, -1.4, -2.0], [0.4, 3.0, 4.1], [1.8, 1.0, -1.8], [-2.2, -0.2, 0.4], [2.1, 2.1, 1.0], [0.0, 1.5, -0.4], [0.6, 0.9, -0.9], [0.6, -0.2, -0.3], [-1.0, 0.9, 0.0], [-1.1, -1.0, -1.7], [0.4, -1.7, -1.6], [-1.0, -0.3, 0.0], [-0.6, -0.2, -0.2], [0.0, -0.3, 0.0], [0.0, -0.4, 1.1], [1.6, 0.5, -0.6], [-0.6, -0.4, -0.9], [-1.1, -1.4, 0.3], [0.3, -1.0, -0.6]], "nbo_charge": [-0.37, -0.21, -0.77, 1.05, -0.34, -1.30, 1.37, -0.79, -0.07, -0.41, -0.39, -0.63, 0.20, 0.21, 0.20, 0.24, 0.25, 0.18, 0.17, 0.21, 0.20, 0.19, 0.18, 0.22, 0.20, 0.22]}



{"formula": "C5H8N2", "method": "the ωB97M-V functional and the def2-TZVPD basis", "gap_ev": 10.6, "e_tot_ha": -304.71736, "charge": 0, "homo_ev": -9.70, "smiles": "C[C@@H](C#N)N1CC1", "relative_energy_ev": 3.214, "molar_mass_g_mol": 96.13, "elements": ["C", "C", "C", "N", "N", "C", "C", "H", "H", "H", "H", "H", "H", "H", "H"], "coordinates": [[0.629642, 1.939766, 0.328579], [0.535124, 0.287696, -0.371982], [1.878927, -0.076335, 0.067766], [2.889005, -0.586800, 0.232312], [-0.471942, -0.308465, 0.407211], [-0.696674, -1.712055, 0.160992], [-1.691219, -0.790043, -0.330725], [-0.387362, 2.357177, 0.224310], [1.398608, 2.610898, -0.158740], [0.871684, 1.708922, 1.310818], [0.441665, 0.167232, -1.503704], [-1.088364, -2.278802, 1.039684], [-0.085201, -2.322404, -0.510825], [-1.734150, -0.380412, -1.300819], [-2.489747, -0.616378, 0.405121]], "forces_ev_per_a": [[-1.0, -1.0, -4.2], [1.4, 4.1, 0.5], [-0.7, -1.6, -1.2], [0.9, 0.2, 0.5], [-0.6, -1.2, 0.5], [-0.2, -2.3, 0.8], [-0.2, 1.9, 2.1], [0.6, -0.1, 0.2], [-0.9, -1.0, 0.4], [0.3, -0.2, 1.8], [0.2, 0.5, 1.3], [0.9, 0.4, -0.6], [0.0, 0.5, 0.1], [-0.4, -0.1, -1.1], [-0.3, -0.2, -1.2]], "nbo_charge": [-0.56, -0.14, 0.26, -0.32, -0.41, -0.26, -0.26, 0.21, 0.21, 0.21, 0.22, 0.21, 0.21, 0.20, 0.21]}



{"formula": "C6H11P", "method": "the ωB97M-V functional and the def2-TZVPD basis", "gap_ev": 8.9, "e_tot_ha": -576.41868, "charge": 0, "homo_ev": -8.49, "relative_energy_ev": 2.692, "molar_mass_g_mol": 114.13, "elements": ["C", "C", "C", "C", "C", "C", "P", "H", "H", "H", "H", "H", "H", "H", "H", "H", "H", "H"], "coordinates": [[-0.109950, 0.874195, 0.835997], [-0.164699, -0.144336, -1.280150], [-1.368234, -0.200037, -0.283442], [0.813468, 0.721893, -0.408692], [-1.929997, -1.379556, 0.448264], [2.170003, -0.006502, -0.086678], [-0.248196, 1.780466, 2.259859], [0.197376, -1.086729, -1.512433], [-0.424104, 0.354879, -2.199688], [-2.207249, 0.544055, -0.470639], [1.067190, 1.679208, -0.823619], [-1.078036, -1.717843, 0.965301], [-2.277823, -2.171218, -0.286685], [-2.641031, -1.129525, 1.218161], [2.148156, -0.867497, 0.590568], [2.877086, 0.692693, 0.190437], [2.427558, -0.558740, -0.999915], [0.748483, 2.614594, 1.843354]], "forces_ev_per_a": [[-2.3, -1.3, -2.1], [-1.0, 2.0, 1.7], [0.7, 3.9, 2.4], [-0.3, -1.5, 1.3], [0.6, -0.9, -1.8], [-2.3, -1.8, -1.5], [-1.0, -1.4, -1.2], [0.9, -1.9, -0.4], [-0.2, 0.1, -0.4], [1.3, -0.7, -0.2], [0.1, 0.5, -0.4], [0.9, -1.4, 0.8], [0.1, 0.8, 1.0], [-0.6, 0.2, -0.2], [-0.5, 0.6, 0.6], [1.7, 1.2, 0.6], [0.5, 0.7, -0.2], [1.4, 0.8, 0.1]], "nbo_charge": [-0.33, -0.43, -0.11, -0.30, -0.65, -0.60, 0.36, 0.20, 0.21, 0.20, 0.21, 0.21, 0.21, 0.23, 0.21, 0.21, 0.21, -0.06]}



{"formula": "C15H29FO5", "method": "the ωB97M-V functional and the def2-TZVPD basis", "gap_ev": 9.6, "e_tot_ha": -1064.85052, "charge": 0, "homo_ev": -9.30, "smiles": "C[C@H](F)OC=O.C1CCOC1.C1CCOC1.C1CCOC1", "relative_energy_ev": 2.506, "molar_mass_g_mol": 308.39, "elements": ["C", "C", "F", "O", "C", "O", "H", "H", "H", "H", "H", "C", "C", "C", "O", "C", "H", "H", "H", "H", "H", "H", "H", "H", "C", "C", "C", "O", "C", "H", "H", "H", "H", "H", "H", "H", "H", "C", "C", "C", "O", "C", "H", "H", "H", "H", "H", "H", "H", "H"], "coordinates": [[0.930740, 2.204683, -1.443417], [0.749741, 0.744938, -0.719292], [1.953558, -0.070578, -1.129688], [-0.445155, -0.010695, -1.124793], [-1.693891, 0.718138, -0.829533], [-2.722411, 0.627354, -1.718023], [1.712146, 2.810581, -0.775696], [-0.035744, 2.865519, -1.478921], [1.462069, 2.072177, -2.493747], [0.860271, 0.913315, 0.437415], [-1.897305, 1.386478, 0.110660], [2.320018, 6.237819, 2.636444], [1.910948, 6.736375, 1.274519], [2.382048, 5.616507, 0.372522], [2.304615, 4.405638, 1.137328], [2.083957, 4.748466, 2.512468], [1.758931, 6.691445, 3.457348], [3.386334, 6.435008, 2.799000], [0.819135, 6.822699, 1.223832], [2.343127, 7.705509, 1.012766], [3.426650, 5.757989, 0.075616], [1.772436, 5.521106, -0.530658], [1.048619, 4.489208, 2.759234], [2.751841, 4.162946, 3.150268], [-0.706195, -3.126462, 2.848303], [-0.294920, -3.355953, 1.416898], [-0.690982, -2.051420, 0.760416], [-0.568695, -1.029115, 1.758947], [-0.393495, -1.658049, 3.036045], [-0.185318, -3.768031, 3.563535], [-1.784124, -3.295891, 2.956472], [0.792018, -3.487905, 1.360041], [-0.769591, -4.226401, 0.956982], [-1.735090, -2.073281, 0.430682], [-0.059101, -1.805235, -0.097827], [0.648271, -1.510308, 3.340887], [-1.044117, -1.181235, 3.774306], [-2.782594, -4.349852, -2.844632], [-1.682880, -3.817963, -3.726934], [-0.480005, -3.889181, -2.811697], [-0.699468, -4.991783, -1.921062], [-2.062848, -5.417962, -2.050670], [-3.641938, -4.736599, -3.398197], [-3.134890, -3.558241, -2.172637], [-1.539853, -4.485889, -4.584545], [-1.871548, -2.810362, -4.105959], [-0.388231, -2.982354, -2.204567], [0.455064, -4.038654, -3.359207], [-2.064179, -6.375749, -2.582342], [-2.497971, -5.568750, -1.058893]], "forces_ev_per_a": [[1.4, 0.0, 0.4], [1.8, 1.2, 0.0], [-3.3, 1.7, 0.9], [-1.4, 3.6, 1.1], [-4.6, -1.0, -5.5], [7.1, 0.3, 6.0], [-1.7, -1.4, -1.3], [1.7, -1.6, -0.1], [-1.5, 0.2, 2.1], [-0.5, -0.9, -2.2], [1.2, -1.5, -1.5], [0.4, 0.2, 0.5], [-0.5, 0.4, -0.3], [0.3, -0.2, -0.3], [0.0, 0.3, 0.1], [-0.2, -0.4, 0.1], [0.1, -0.1, -0.1], [-0.1, 0.0, 0.0], [0.1, 0.0, 0.0], [-0.1, -0.1, 0.0], [0.0, 0.1, -0.1], [0.1, -0.1, 0.1], [0.0, 0.0, 0.1], [-0.1, 0.0, -0.2], [-0.4, -0.2, 0.4], [0.3, -0.3, -0.3], [0.1, -0.2, -0.4], [0.0, -0.1, 0.1], [0.2, 0.4, 0.2], [-0.1, 0.1, 0.0], [0.1, 0.0, 0.0], [-0.1, 0.0, -0.1], [0.1, 0.1, 0.0], [0.0, -0.1, -0.1], [-0.2, -0.2, 0.4], [0.0, 0.0, 0.1], [0.1, 0.1, -0.1], [-0.6, 0.2, 0.3], [0.1, 0.1, -0.6], [0.3, 0.2, 0.3], [-0.3, 0.1, -0.1], [0.2, -0.4, 0.1], [0.1, 0.0, 0.1], [0.0, -0.1, -0.1], [0.0, 0.1, 0.1], [0.1, -0.1, 0.1], [0.0, 0.1, -0.1], [0.0, -0.1, 0.2], [-0.1, 0.0, 0.0], [0.1, 0.0, 0.0]], "nbo_charge": [-0.71, 0.47, -0.38, -0.54, 0.59, -0.55, 0.25, 0.23, 0.25, 0.19, 0.19, -0.43, -0.43, -0.07, -0.55, -0.07, 0.22, 0.20, 0.20, 0.22, 0.17, 0.18, 0.16, 0.19, -0.43, -0.43, -0.07, -0.56, -0.07, 0.22, 0.20, 0.20, 0.23, 0.16, 0.21, 0.16, 0.18, -0.43, -0.43, -0.07, -0.54, -0.07, 0.22, 0.20, 0.20, 0.23, 0.17, 0.18, 0.16, 0.18]}



Please write out number 2 again, unchanged.
{"formula": "C5H8N2", "method": "the ωB97M-V functional and the def2-TZVPD basis", "gap_ev": 10.6, "e_tot_ha": -304.71736, "charge": 0, "homo_ev": -9.70, "smiles": "C[C@@H](C#N)N1CC1", "relative_energy_ev": 3.214, "molar_mass_g_mol": 96.13, "elements": ["C", "C", "C", "N", "N", "C", "C", "H", "H", "H", "H", "H", "H", "H", "H"], "coordinates": [[0.629642, 1.939766, 0.328579], [0.535124, 0.287696, -0.371982], [1.878927, -0.076335, 0.067766], [2.889005, -0.586800, 0.232312], [-0.471942, -0.308465, 0.407211], [-0.696674, -1.712055, 0.160992], [-1.691219, -0.790043, -0.330725], [-0.387362, 2.357177, 0.224310], [1.398608, 2.610898, -0.158740], [0.871684, 1.708922, 1.310818], [0.441665, 0.167232, -1.503704], [-1.088364, -2.278802, 1.039684], [-0.085201, -2.322404, -0.510825], [-1.734150, -0.380412, -1.300819], [-2.489747, -0.616378, 0.405121]], "forces_ev_per_a": [[-1.0, -1.0, -4.2], [1.4, 4.1, 0.5], [-0.7, -1.6, -1.2], [0.9, 0.2, 0.5], [-0.6, -1.2, 0.5], [-0.2, -2.3, 0.8], [-0.2, 1.9, 2.1], [0.6, -0.1, 0.2], [-0.9, -1.0, 0.4], [0.3, -0.2, 1.8], [0.2, 0.5, 1.3], [0.9, 0.4, -0.6], [0.0, 0.5, 0.1], [-0.4, -0.1, -1.1], [-0.3, -0.2, -1.2]], "nbo_charge": [-0.56, -0.14, 0.26, -0.32, -0.41, -0.26, -0.26, 0.21, 0.21, 0.21, 0.22, 0.21, 0.21, 0.20, 0.21]}



Copy entry 3 word for word.
{"formula": "C6H11P", "method": "the ωB97M-V functional and the def2-TZVPD basis", "gap_ev": 8.9, "e_tot_ha": -576.41868, "charge": 0, "homo_ev": -8.49, "relative_energy_ev": 2.692, "molar_mass_g_mol": 114.13, "elements": ["C", "C", "C", "C", "C", "C", "P", "H", "H", "H", "H", "H", "H", "H", "H", "H", "H", "H"], "coordinates": [[-0.109950, 0.874195, 0.835997], [-0.164699, -0.144336, -1.280150], [-1.368234, -0.200037, -0.283442], [0.813468, 0.721893, -0.408692], [-1.929997, -1.379556, 0.448264], [2.170003, -0.006502, -0.086678], [-0.248196, 1.780466, 2.259859], [0.197376, -1.086729, -1.512433], [-0.424104, 0.354879, -2.199688], [-2.207249, 0.544055, -0.470639], [1.067190, 1.679208, -0.823619], [-1.078036, -1.717843, 0.965301], [-2.277823, -2.171218, -0.286685], [-2.641031, -1.129525, 1.218161], [2.148156, -0.867497, 0.590568], [2.877086, 0.692693, 0.190437], [2.427558, -0.558740, -0.999915], [0.748483, 2.614594, 1.843354]], "forces_ev_per_a": [[-2.3, -1.3, -2.1], [-1.0, 2.0, 1.7], [0.7, 3.9, 2.4], [-0.3, -1.5, 1.3], [0.6, -0.9, -1.8], [-2.3, -1.8, -1.5], [-1.0, -1.4, -1.2], [0.9, -1.9, -0.4], [-0.2, 0.1, -0.4], [1.3, -0.7, -0.2], [0.1, 0.5, -0.4], [0.9, -1.4, 0.8], [0.1, 0.8, 1.0], [-0.6, 0.2, -0.2], [-0.5, 0.6, 0.6], [1.7, 1.2, 0.6], [0.5, 0.7, -0.2], [1.4, 0.8, 0.1]], "nbo_charge": [-0.33, -0.43, -0.11, -0.30, -0.65, -0.60, 0.36, 0.20, 0.21, 0.20, 0.21, 0.21, 0.21, 0.23, 0.21, 0.21, 0.21, -0.06]}